#w
Computed, not measured: a molecular structure, C25H28N3OPPdS4, with ωB97M-V/def2-TZVPD.

The calculation puts the HOMO energy at -6.60 eV. The LUMO energy is 0.0 eV. The value obtained for the HOMO-LUMO gap is 0.2435 hartree. Its multiplicity is 1.

Each line ends with the Löwdin charge.
Geometry (Å):
Pd -0.79633 -0.14176 1.62427  0.312
S -5.34200 -1.09580 2.88661  0.947
S -1.14125 -2.13672 2.78614  0.484
S -3.68903 -3.32849 3.85992  0.944
S -3.00322 0.36755 1.70759  0.497
P -0.27313 1.66243 0.40363  0.954
O -6.30086 -3.17382 4.20342  -0.063
N 1.27745 -0.62213 1.46761  -0.042
N -0.38954 -2.28702 -0.61792  0.009
N 0.99804 -2.56193 -0.73063  -0.114
C 1.53133 1.48169 0.22525  -0.287
C 3.70729 2.20984 -0.51696  -0.070
C 2.11417 0.35631 0.80026  -0.294
C 4.28013 1.08026 0.05607  -0.067
C -2.76408 2.27314 -2.73921  -0.068
C -5.32036 -2.63962 3.76660  -1.024
C 2.92256 -3.87696 -1.27544  -0.050
C -0.84948 3.38406 2.46930  -0.095
C -0.54356 3.30558 1.11419  -0.350
C 0.96539 -4.92730 -0.12210  -0.043
C -0.91018 1.76935 -1.28831  -0.348
C -0.88345 5.78103 2.32307  -0.077
C 2.33961 2.40530 -0.43354  -0.072
C -0.76866 1.28449 -3.64239  -0.079
C 3.48562 0.15264 0.70969  -0.025
C -0.20105 1.27263 -2.37661  -0.088
C -3.62478 -1.02294 2.56641  -1.162
C 0.80060 -4.27229 -2.53801  -0.050
C -2.04860 1.78623 -3.82510  -0.079
C -2.20065 2.26312 -1.47511  -0.096
C -2.87124 -2.03575 3.00631  -1.170
C -1.01369 4.62309 3.07296  -0.069
C -0.42956 4.47344 0.35983  -0.093
C -0.59710 5.70647 0.96562  -0.076
C 1.40091 -3.91670 -1.17653  -0.638
H -1.01949 6.74683 2.79202  0.105
H 5.34844 0.92293 -0.00837  0.108
H -0.12015 -4.96482 -0.03100  0.078
H 3.92342 -0.73385 1.15239  0.117
H 1.31013 -5.92457 -0.39725  0.087
H -0.28848 -4.32619 -2.49580  0.073
H 0.79810 0.87750 -2.23971  0.098
H -2.49109 1.79497 -4.81241  0.104
H 1.28866 -1.49928 0.91839  0.055
H -0.23086 4.41842 -0.70338  0.104
H 3.35766 -3.62306 -0.30792  0.079
H 1.15839 -5.24661 -2.87156  0.085
H 1.64631 -0.83170 2.39096  0.100
H -0.74461 -2.74660 0.21376  0.005
H 1.37570 -1.88501 -1.38894  0.109
H -1.25798 4.67937 4.12524  0.108
H -2.77056 2.62959 -0.62925  0.105
H 1.89267 3.28417 -0.87950  0.106
H 1.38153 -4.67183 0.85362  0.085
H -0.98264 2.47059 3.03750  0.078
H -0.92092 -2.56287 -1.43902  0.076
H 4.32847 2.93465 -1.02551  0.108
H 3.24739 -3.13199 -2.00650  0.081
H -0.51158 6.61175 0.37893  0.105
H -3.76735 2.65441 -2.87586  0.108
H -0.20968 0.90219 -4.48653  0.103
H 1.08458 -3.53329 -3.29166  0.084
H 3.31267 -4.84513 -1.58959  0.086

#x
Computed, not measured: a molecular structure, C25H28N3OPPdS4, with ωB97M-V/def2-TZVPD.

The calculation puts the HOMO energy at -6.57 eV. The LUMO energy is 0.0 eV. The value obtained for the HOMO-LUMO gap is 0.2406 hartree. Its multiplicity is 1.

Each line ends with the Löwdin charge.
Geometry (Å):
Pd 0.27126 -0.10428 0.09059  0.306
S -0.69172 -4.83670 0.45709  0.944
S -0.59123 -1.94656 1.32633  0.485
S 0.16344 -4.22081 -2.30896  0.944
S 0.22873 -1.24122 -1.81800  0.499
P 2.24276 0.79433 -0.49602  0.959
O -0.36998 -6.65259 -1.43151  -0.060
N 0.48406 0.98438 1.89800  -0.040
N -2.76183 0.83379 0.44600  -0.095
N -1.82196 1.30858 -0.51342  -0.033
C -4.64716 2.25834 -0.17250  -0.056
C 1.70144 1.76077 2.04053  -0.286
C 3.55225 -0.44635 -0.65388  -0.350
C 2.54154 4.14069 -2.83459  -0.080
C -0.32041 -5.48988 -1.15620  -1.017
C 2.48859 1.93204 -1.88048  -0.353
C 4.07458 3.15380 2.34529  -0.069
C -4.93208 0.17745 1.18993  -0.049
C 3.12104 3.17401 3.35515  -0.067
C 3.83645 2.44278 1.18503  -0.075
C -4.40261 -0.00145 -1.24592  -0.045
C 4.78065 -0.16175 -1.24626  -0.091
C 2.45919 3.31363 -1.72546  -0.087
C 3.31399 -1.71223 -0.12675  -0.093
C -0.01084 -2.88055 -1.20497  -1.132
C 4.30266 -2.68008 -0.18189  -0.061
C -4.17764 0.81979 0.02796  -0.643
C 5.76456 -1.13537 -1.30145  -0.078
C 5.52556 -2.39343 -0.76735  -0.076
C 1.93701 2.47399 3.20943  -0.025
C 2.64021 1.74714 1.01021  -0.279
C -0.38601 -3.15877 0.07113  -1.168
C 2.57955 1.38582 -3.16071  -0.101
C 2.64560 3.59396 -4.10411  -0.081
C 2.65981 2.21538 -4.26442  -0.071
H -4.15277 2.72795 -1.02354  0.071
H 2.37097 3.75365 -0.74029  0.101
H -1.82985 2.32132 -0.49190  0.077
H -4.02255 -1.01716 -1.12646  0.089
H -5.46646 -0.06219 -1.47637  0.085
H 2.52367 5.21396 -2.70366  0.104
H 4.10696 -3.66454 0.22046  0.111
H 6.71420 -0.91292 -1.76873  0.104
H -2.03147 1.00557 -1.46442  0.056
H 2.72977 1.78303 -5.25278  0.108
H 2.71541 4.24023 -4.96860  0.104
H -4.59871 -0.84886 1.34584  0.083
H 5.00459 3.69039 2.46749  0.108
H 2.34777 -1.94529 0.30963  0.068
H -4.44708 2.85383 0.71812  0.082
H -3.91617 0.44548 -2.11421  0.070
H -5.71854 2.28025 -0.36880  0.083
H 0.44958 0.27675 2.63052  0.078
H 4.58183 2.42248 0.39954  0.112
H 6.29178 -3.15534 -0.81801  0.105
H 3.30676 3.73021 4.26368  0.108
H -2.47608 -0.11812 0.67489  0.025
H 4.96549 0.81191 -1.68088  0.104
H -0.34400 1.56773 2.00931  0.105
H 2.57960 0.31089 -3.29284  0.099
H 1.19922 2.46798 4.00062  0.118
H -4.75535 0.73596 2.10755  0.081
H -6.00301 0.15652 0.99119  0.084

Most stable = #w

#w
Computed, not measured: a gas-phase ion, C7H13N2S (charge +1), with ωB97M-V/def2-TZVPD.

The calculation puts the HOMO energy at -12.72 eV. Its SMILES is CS[C@@]1(C)N=CC=C[N@@H+]1C. The LUMO energy is -4.6 eV. The value obtained for the HOMO-LUMO gap is 0.2969 hartree. Its multiplicity is 1. The net charge is +1.

Each line ends with the Löwdin charge.
Geometry (Å):
S -0.92823 0.61288 1.73373  0.920
N -0.84413 0.40189 -0.90508  0.055
N 1.24244 -0.07152 0.19735  -0.102
C 0.90864 2.00666 -0.93815  -0.005
C -0.56848 -1.73280 0.21357  -0.037
C 1.93917 -0.74411 -0.99361  0.052
C -0.41585 -0.25405 0.15368  -0.726
C -0.31672 1.42317 -1.48336  -0.066
C -2.58963 0.08075 1.82656  -0.423
C 1.68052 1.36078 -0.02218  -0.008
H -0.34781 -1.94472 -0.83686  0.099
H 1.11934 -0.56185 -1.73084  0.116
H -3.03656 0.21942 2.82584  0.062
H -3.04269 0.46199 0.87907  0.055
H 2.68842 1.54158 0.28534  0.136
H 2.08660 -1.75742 -0.62167  0.111
H 2.80104 -0.13766 -1.17108  0.092
H -2.71091 -1.06431 1.63013  0.066
H -0.92724 1.83845 -2.41134  0.180
H -1.57383 -2.09896 0.44336  0.092
H 1.28388 2.92839 -1.13126  0.086
H 1.43218 -0.30079 1.18045  0.149
H 0.11986 -2.20779 0.87634  0.094

#x
Computed, not measured: a gas-phase ion, C7H13N2S (charge +1), with ωB97M-V/def2-TZVPD.

The calculation puts the HOMO energy at -12.47 eV. The LUMO energy is -4.1 eV. The value obtained for the HOMO-LUMO gap is 0.3080 hartree. Its multiplicity is 1. The net charge is +1.

Each line ends with the Löwdin charge.
Geometry (Å):
S -2.82626 -0.21572 0.52291  0.993
N -0.59088 0.08656 -0.88594  0.049
N 1.88699 -0.43564 0.30460  0.021
C 2.05439 0.82796 0.25458  -0.066
C -0.08604 1.32227 -0.89848  -0.116
C -1.71175 -0.45218 -0.78126  -0.678
C 2.78594 -1.35193 1.04948  -0.020
C -2.06969 -1.62501 -1.70974  -0.084
C 1.19107 1.66793 -0.50613  -0.059
C -2.16905 1.31405 1.36331  -0.296
H 2.98938 1.18820 0.70753  0.155
H -2.47712 0.88912 2.39321  0.062
H -0.48805 2.06766 -1.56359  0.142
H -2.72161 2.19676 1.17105  0.030
H -3.24232 -1.72857 -1.73196  0.105
H 1.26064 -1.02264 -0.16090  0.122
H 3.78491 -0.91861 1.42490  0.131
H -1.66555 -1.40034 -2.82664  0.139
H -1.10866 1.49205 1.25263  0.022
H -1.60271 -2.58050 -1.36998  0.086
H 3.07865 -2.22417 0.57492  0.058
H 2.18523 -1.76963 1.88958  0.107
H 1.54252 2.67241 -0.47407  0.098

Most stable = #x